{
  "formula": "C3H13NO3",
  "method": "wB97M-V/def2-TZVPD",
  "lumo_ev": 0.5,
  "de_lowest_kcal_mol": 54.3,
  "homo_ev": -9.39,
  "charge": 0,
  "gap_ev": 9.89,
  "species": ["N", "C", "C", "C", "H", "H", "H", "H", "H", "H", "H", "H", "H", "O", "H", "H", "O", "H", "H", "O"],
  "coordinates": [[2.5184, -0.8719, 1.1859], [2.3519, 0.2756, 0.3803], [0.4373, 1.9630, 0.0460], [1.2522, 1.3035, 0.8273], [2.8116, -1.5861, 0.5547], [3.1898, -0.8208, 1.9793], [3.3364, 0.8520, 0.3550], [2.0853, 0.1205, -0.7382], [-0.0707, 2.8881, 0.1994], [0.1785, 1.5835, -0.9942], [1.0814, 1.1525, 1.9381], [-3.0426, 0.1447, -1.4324], [-1.8386, 0.5988, -1.8517], [-2.7087, 0.6700, -2.1861], [-3.4738, -1.3137, 0.7012], [-2.0582, -1.1291, 0.2455], [-2.8876, -0.6501, 0.3448], [0.5296, -1.3707, 0.5591], [0.1781, -2.6246, -0.5066], [-0.0017, -1.7255, -0.2626]],
  "atomic_forces_ev_per_a": [[-0.362, -1.400, 1.023], [-0.259, 3.799, -2.299], [-0.853, -0.299, -2.931], [1.189, -2.903, 2.454], [0.387, -0.882, 0.088], [-0.790, 0.303, -1.118], [-1.217, -0.227, -0.143], [0.661, -0.593, 1.779], [-0.786, 0.073, 1.114], [1.357, 0.665, 0.846], [0.639, 1.561, -0.905], [-1.040, 0.187, -0.355], [2.209, 0.468, -0.218], [-1.164, -0.598, 0.521], [-0.452, -0.153, 0.152], [0.551, -0.023, -0.143], [0.093, 0.048, -0.015], [-1.002, -1.723, -2.186], [0.544, -0.552, 0.435], [0.295, 2.251, 1.898]]
}

=====

{
  "formula": "C3H13NO3",
  "method": "wB97M-V/def2-TZVPD",
  "lumo_ev": 0.6,
  "de_lowest_kcal_mol": 48.7,
  "homo_ev": -8.48,
  "charge": 0,
  "gap_ev": 9.10,
  "species": ["C", "C", "C", "N", "H", "H", "H", "H", "H", "H", "H", "H", "H", "O", "H", "H", "O", "H", "H", "O"],
  "coordinates": [[-1.6603, 2.2277, -1.9035], [-1.6179, 0.9028, -1.2287], [-0.4712, 0.1561, -1.2933], [-2.8301, 0.4559, -0.4510], [-2.4254, 2.3029, -2.6906], [-0.7018, 2.6604, -2.3074], [-1.9171, 3.0077, -1.2091], [-0.4643, -0.8091, -0.8442], [0.1774, 0.3927, -1.9760], [-3.4845, 1.1371, -0.1700], [-2.4635, -0.1565, 0.3030], [1.0011, -0.1654, 0.3665], [2.2563, -1.0444, 0.8761], [1.8342, -0.6262, 0.0854], [1.8883, -2.2071, 6.6123], [2.8025, -0.9698, 6.4717], [1.9043, -1.2541, 6.3814], [2.5653, -2.4573, -2.6838], [1.8124, -1.4424, -1.8757], [1.7944, -2.1112, -2.4631]],
  "atomic_forces_ev_per_a": [[-0.004, 1.235, -0.823], [0.023, -1.230, 1.285], [-6.227, -0.162, 3.226], [4.107, -0.981, -1.402], [0.199, -0.244, 0.105], [-0.686, -1.273, 0.199], [-0.478, 0.286, 0.696], [0.113, -0.652, 0.174], [3.894, 1.367, -3.404], [-0.353, 0.937, 0.435], [-0.963, 0.748, -0.661], [1.241, -0.641, -0.190], [-0.772, 0.672, -0.939], [-0.129, 0.013, 1.247], [0.139, 0.962, -0.203], [0.798, 0.122, 0.124], [-0.936, -1.085, 0.072], [5.451, -1.922, -1.123], [0.734, 3.318, 3.301], [-6.151, -1.472, -2.119]]
}

=====

{
  "formula": "C3H13NO3",
  "method": "wB97M-V/def2-TZVPD",
  "lumo_ev": 0.6,
  "de_lowest_kcal_mol": 28.9,
  "homo_ev": -9.25,
  "charge": 0,
  "gap_ev": 9.81,
  "species": ["C", "O", "C", "C", "N", "H", "H", "H", "H", "H", "H", "H", "H", "H", "H", "H", "O", "H", "H", "O"],
  "coordinates": [[-1.0080, -1.0588, -0.3366], [0.2650, -1.2674, -1.0492], [-1.4437, 0.3512, -0.4434], [-2.6488, 0.7872, 0.3536], [-0.3660, 1.2510, -0.2426], [-1.7833, -1.7572, -0.6837], [-0.9455, -1.3844, 0.7351], [0.3782, -2.2392, -1.0743], [-1.7355, 0.3592, -1.4917], [-3.1186, 1.6541, -0.2332], [-2.4485, 0.9448, 1.3496], [-3.4721, -0.0472, 0.2074], [0.3294, 1.2720, -0.8963], [0.0509, 1.0966, 0.6661], [2.4848, -0.6257, 2.3812], [3.4777, -0.0191, 1.5985], [3.3806, -0.7959, 2.1124], [2.1855, 0.0605, -1.0594], [3.5454, 0.8438, -1.2893], [2.8724, 0.5745, -0.6040]],
  "atomic_forces_ev_per_a": [[0.393, -2.347, 1.578], [-1.340, -0.576, 0.658], [-0.026, 0.081, -1.635], [-3.069, -1.661, -4.157], [-1.349, 1.227, 2.539], [0.159, 0.247, -0.567], [0.652, 0.418, -0.439], [0.082, 0.833, -0.045], [-0.050, 0.766, -0.369], [0.869, -0.825, 1.470], [0.271, 0.618, 2.248], [1.466, 1.414, 0.716], [1.921, -0.191, -2.054], [0.135, 0.147, 0.031], [-0.788, -0.519, 0.619], [0.861, 1.171, -1.404], [-0.104, -0.734, 0.720], [0.260, -0.024, 0.123], [-1.256, -0.550, 1.051], [0.914, 0.506, -1.085]]
}

=====

{
  "formula": "C3H13NO3",
  "method": "wB97M-V/def2-TZVPD",
  "lumo_ev": 0.6,
  "de_lowest_kcal_mol": 26.4,
  "homo_ev": -8.09,
  "charge": 0,
  "gap_ev": 8.74,
  "species": ["C", "C", "N", "C", "H", "H", "H", "H", "H", "H", "H", "H", "H", "O", "H", "H", "O", "H", "H", "O"],
  "coordinates": [[-0.2604, 1.6786, 1.1019], [-1.3932, 1.6075, 0.3970], [-1.5745, 0.9568, -0.8066], [-2.8588, 0.3314, -1.0616], [0.6102, 1.0990, 0.8541], [-0.3176, 2.3023, 1.9868], [-2.3193, 2.0172, 0.7861], [-0.8307, 0.3608, -1.1392], [-3.6104, 0.7054, -0.3646], [-2.8635, -0.7460, -0.8468], [-3.2122, 0.4560, -2.0835], [0.7393, -2.1431, 2.3552], [-0.3088, -1.5216, 1.3487], [0.3533, -2.2069, 1.4780], [0.9532, 0.8670, -1.4118], [2.0510, -0.1771, -1.0081], [1.1623, -0.0702, -1.3759], [2.8451, -1.7261, 0.6700], [3.7954, -2.0058, -0.4612], [3.6021, -1.3388, 0.2077]],
  "atomic_forces_ev_per_a": [[-0.768, 0.348, 0.384], [0.150, -0.815, -0.086], [-0.538, -0.309, -0.416], [-0.488, -0.419, 0.443], [0.307, 0.168, -0.053], [0.433, -0.220, 0.013], [0.117, 0.383, -0.093], [0.208, 0.139, 0.334], [-0.015, 0.366, -0.210], [0.282, 0.003, -0.126], [0.077, 0.186, -0.040], [-0.386, 0.327, 0.087], [0.173, 0.198, 0.350], [0.370, -0.451, -0.416], [0.500, 0.163, 0.020], [-0.056, 0.146, 0.067], [-0.105, -0.255, -0.152], [-0.058, 0.150, 0.049], [0.157, 0.084, -0.025], [-0.360, -0.192, -0.129]]
}